ORCA calculation (ωB97M-V/def2-TZVPD) on an isolated molecule of C5H8N2.

Geometry as XYZ:
```
15
Properties=species:S:1:pos:R:3
N -2.60533 0.77391 0.09074
N 0.90053 -0.06739 -0.02106
C -1.01617 -1.17722 0.18374
C -1.31366 0.20798 0.04916
C 0.35208 -1.30334 0.13903
C -0.11276 0.86937 -0.06961
C 2.31382 0.22715 0.00874
H -1.73224 -1.98175 0.29497
H 2.86573 -0.59736 -0.45123
H -2.65553 1.65117 -0.41206
H 2.67904 0.37069 1.03244
H -3.29769 0.14229 -0.29248
H 0.10777 1.92248 -0.18481
H 2.51244 1.13531 -0.56637
H 0.98116 -2.18142 0.20566
```

Results
Structure (SMILES): Cn1ccc(N)c1
Strongest force on any atom (Eh/bohr): 0.004
Lowest unoccupied orbital energy (eV): 1.0510
E (eV): -8294.537
Total charge: 0